Entry 1:
Density functional theory data (ωB97M-V with the def2-TZVPD basis set) for a cluster of 2 separate species, C4H13N2O in total.

```
20
C4H13N2O ωB97M-V with the def2-TZVPD basis set
N -0.74 -1.37 -0.13
H -2.68 -2.06 0.51
C -1.85 -1.97 -0.24
H -1.35 1.63 0.10
C 1.22 -0.55 0.95
H 0.98 3.33 -2.19
H -0.39 -1.63 1.88
H -1.13 -0.03 -0.32
H 1.23 2.27 -3.17
H 1.27 1.76 0.74
H 0.18 1.10 1.91
H 0.60 -2.71 0.79
H 1.96 -0.72 1.74
C 0.56 0.94 0.93
H -1.99 -2.49 -1.19
N -0.62 1.05 -0.04
C 0.19 -1.66 0.95
H 1.81 -0.58 0.02
O 0.89 2.42 -2.31
H -0.13 1.28 -0.93
```

Results
HOMO energy = -13.1899 eV
Spin multiplicity = 1
Strongest force on any atom = 0.1193 hartree/bohr
Total charge = +1
Orbital gap = 9.03 eV


Entry 2:
Density functional theory data (ωB97M-V with the def2-TZVPD basis set) for a cluster of 4 separate species, C22H27ClN4O3 in total.

```
57
C22H27ClN4O3 ωB97M-V with the def2-TZVPD basis set
H -3.89 -0.29 1.27
N 4.88 1.40 -5.88
C -0.26 0.76 -1.49
O -2.35 1.85 0.62
H 5.37 2.66 -2.95
Cl 0.88 -0.32 1.62
H -3.81 -4.22 2.14
H -0.84 -0.18 -1.81
H -3.82 -0.13 -1.10
H 5.15 2.79 1.25
H 2.89 -0.96 -1.45
C 4.79 1.61 -4.72
N -4.64 0.30 0.90
C 1.25 0.62 -1.07
C 1.39 3.25 -0.68
H 0.85 -3.58 -0.37
C -4.28 0.73 -0.49
H -2.09 -4.31 1.71
H 4.92 0.96 -2.69
C -2.50 2.21 -1.88
C 3.64 1.73 -0.21
H -5.26 1.03 -1.03
H -0.46 -4.22 5.50
C -3.23 -2.91 0.56
H -2.68 3.23 -2.34
O 1.92 5.73 -0.51
C -0.12 3.43 -1.07
C 3.57 4.24 0.62
N -0.91 -5.49 2.57
H 4.03 5.07 1.25
C -1.15 -5.02 5.20
N -3.33 -1.89 -0.03
O 4.39 0.74 -0.42
H -2.17 -4.72 5.43
C 2.24 4.54 -0.25
H -2.75 1.34 -2.58
C -3.10 -4.20 1.31
H -0.90 -5.92 5.76
C 4.68 1.87 -3.24
H 1.17 -1.46 -1.85
H -0.50 -2.31 0.12
C -1.01 -5.28 3.73
H 0.43 -3.19 1.43
C -3.30 2.01 -0.47
H -0.63 4.45 -1.04
H 2.60 -1.83 0.79
H 3.66 2.18 -3.00
C 4.22 2.98 0.62
C 0.53 -2.77 0.37
C 1.57 -1.53 0.39
C 2.12 1.85 -0.66
H -3.96 2.93 -0.24
H -2.10 0.90 0.70
C -0.93 2.16 -1.47
C 1.82 -0.89 -1.08
H -3.31 -5.04 0.65
H -4.69 1.11 1.55
```

Results
HOMO energy = -8.7996 eV
Spin multiplicity = 1
Strongest force on any atom = 0.0935 hartree/bohr
Total charge = 0
SMILES = C[C@H](Cl)Cc1cc(C[C@H](O)CN)cc2c1C(=O)C=CC2=O.CC#N.CC#N.CC#N
Orbital gap = 7.42 eV


Entry 3:
Density functional theory data (ωB97M-V with the def2-TZVPD basis set) for the molecule C28H28N4O3.

```
63
C28H28N4O3 ωB97M-V with the def2-TZVPD basis set
H 3.88 -6.07 -0.12
N -1.72 0.09 1.00
C 3.70 -4.54 -1.60
H 3.27 1.02 -0.01
H 1.99 0.59 2.28
C -5.20 -1.15 0.80
H -7.63 -2.68 -2.46
C -4.16 -1.27 -1.36
H -2.32 2.65 -0.02
H -4.18 -1.50 -2.42
H 0.96 3.63 -3.61
C -4.04 -0.64 1.34
H 2.03 -1.84 1.94
N 3.50 -0.48 1.39
C -1.29 2.85 -0.24
C 3.31 -2.80 0.53
C -2.92 -0.44 0.54
H 3.85 -5.21 -2.43
O 0.54 0.17 -0.45
H -2.13 -0.61 -1.44
H -1.13 2.99 2.54
C 2.86 0.02 0.18
H -1.48 3.05 -2.34
H 3.54 -4.52 1.77
H 2.64 3.39 1.08
C 3.08 -0.85 -1.07
C 1.32 3.57 -2.59
C 3.71 -5.02 -0.30
H -5.91 -3.10 -2.63
H 2.20 -0.73 -1.71
C 3.52 -4.15 0.75
H 4.51 -0.46 1.27
H 3.48 -2.81 -2.84
C 0.46 3.30 -1.54
C -1.39 0.46 2.25
N -0.89 3.08 -1.53
C 3.12 3.70 -0.98
H 4.17 3.87 -0.79
C -0.20 2.66 2.07
C 3.29 -2.31 -0.77
C 2.27 3.43 0.07
H -6.07 -1.31 1.41
C -0.22 2.92 0.61
C -5.28 -1.47 -0.56
C 2.66 3.76 -2.29
H 3.36 3.97 -3.09
H 3.94 -0.48 -1.63
C -0.02 1.15 2.40
H 0.19 1.08 3.48
H -0.99 0.18 0.28
C 1.37 0.26 0.45
C 0.92 3.22 -0.20
H 3.65 -2.19 2.56
C 3.49 -3.19 -1.83
C 3.10 -1.85 1.68
H -6.47 -1.45 -3.00
H 0.62 3.21 2.52
H -3.99 -0.40 2.39
C -6.61 -2.31 -2.34
N 1.13 0.59 1.73
C -3.00 -0.76 -0.82
O -2.10 0.37 3.24
O -6.48 -1.96 -0.99
```

Results
HOMO energy = -7.6610 eV
Spin multiplicity = 1
Strongest force on any atom = 0.0117 hartree/bohr
Total charge = 0
SMILES = COc1ccc(NC(=O)[C@H](Cc2c[nH]c3ccccc23)NC(=O)[C@@H]2Cc3ccccc3CN2)cc1
Orbital gap = 8.28 eV


Entry 4:
Density functional theory data (ωB97M-V with the def2-TZVPD basis set) for the molecule C6H11ClO.

```
19
C6H11ClO ωB97M-V with the def2-TZVPD basis set
H -3.68 0.34 -0.40
H 0.93 0.66 1.97
Cl 2.48 -0.45 0.01
C 0.87 -0.75 -0.42
H 0.79 2.02 -1.36
H -2.59 -1.85 -0.67
C -2.04 -1.26 -0.14
H -1.53 0.47 -1.71
H -3.07 0.35 1.29
H 0.33 -1.68 0.08
C -0.05 0.51 -0.14
H 0.94 -1.09 -1.54
H -0.46 -0.42 1.97
C -2.82 -0.01 0.17
H -0.88 1.17 1.61
H -1.75 -1.84 0.81
C -1.50 0.11 -0.68
C -0.01 0.42 1.34
O 0.26 1.92 -0.37
```

Results
HOMO energy = -10.0005 eV
Spin multiplicity = 1
Strongest force on any atom = 0.1269 hartree/bohr
Total charge = 0
SMILES = C[C@@](O)(CCl)C1CC1
Orbital gap = 10.74 eV


Entry 5:
Density functional theory data (ωB97M-V with the def2-TZVPD basis set) for the ion C4H10NO with charge +2.

```
16
C4H10NO ωB97M-V with the def2-TZVPD basis set
H -0.28 -1.82 -2.11
H -0.05 1.34 2.49
H 0.29 -2.41 -0.65
C -0.31 -0.34 0.98
H -0.30 0.73 -2.41
H 0.17 -1.20 1.46
H -1.36 -0.26 1.23
C -0.72 0.73 -1.41
H -0.40 1.68 -0.96
O 1.38 1.41 1.17
H -1.81 0.80 -1.40
H -1.32 -2.03 -0.82
C 0.44 0.86 1.63
C -0.09 -0.34 -0.54
N -0.37 -1.77 -1.09
H 0.97 -0.25 -0.81
```

Results
HOMO energy (spin up / spin down) = -21.8447 / -21.8412 eV
Spin multiplicity = 2
Strongest force on any atom = 0.0438 hartree/bohr
Total charge = +2
Orbital gap (spin up / spin down) = 11.51 / 7.75 eV


Entry 6:
Density functional theory data (ωB97M-V with the def2-TZVPD basis set) for a cluster of 9 separate species, C4H24NO10 in total.

```
39
C4H24NO10 ωB97M-V with the def2-TZVPD basis set
H 4.32 0.08 1.19
O 0.58 1.28 -1.37
H -1.41 -0.16 4.13
O 1.15 3.81 -1.42
H -0.79 0.69 -2.59
H 0.25 0.20 4.33
O -2.30 -1.31 1.72
H 1.34 -2.42 0.82
O -2.92 2.56 -0.13
C -0.20 -0.30 2.26
H -3.09 -2.06 0.15
H 0.86 0.05 -0.67
O 2.51 -1.50 -3.17
H -0.51 0.71 2.02
H 0.75 -2.63 -1.02
H 1.03 3.26 0.81
H 0.89 -0.45 2.13
C -0.42 -0.45 3.77
O -1.58 0.20 -2.29
H -3.47 1.81 0.09
O 1.44 -0.76 -0.19
H -0.35 -1.51 4.06
O 4.00 -0.34 0.39
H -1.28 -2.34 -0.28
N -0.60 -1.87 0.34
O 1.11 2.31 0.98
H 3.04 -1.46 -2.36
H -3.10 -1.20 -1.14
H 1.21 2.78 -1.45
H 0.32 4.04 -0.99
H -1.13 0.11 -1.44
H 3.03 -0.40 0.23
H 1.15 1.09 -2.14
H 1.70 -1.07 -2.88
H -2.02 2.36 0.17
C -1.11 -1.24 1.43
O -3.15 -2.11 -0.83
C 0.80 -2.00 -0.10
H 0.97 2.02 0.02
```

Results
HOMO energy = -6.8497 eV
Spin multiplicity = 1
Strongest force on any atom = 0.0538 hartree/bohr
Total charge = -1
Orbital gap = 9.84 eV


Entry 7:
Density functional theory data (ωB97M-V with the def2-TZVPD basis set) for the ion C9HF4N2O2 with charge -1.

```
18
C9HF4N2O2 ωB97M-V with the def2-TZVPD basis set
C -1.86 0.90 -0.60
O -2.70 1.31 -1.44
C 2.49 -1.06 0.27
C -0.73 1.32 1.49
F -1.69 -1.21 -1.58
H 1.31 0.49 -0.71
N 1.45 -1.86 -2.91
O 0.82 -0.33 2.28
C -1.28 -0.39 -0.64
C 1.32 -1.39 -1.83
F -2.17 2.96 0.65
C 1.32 -0.64 -0.56
N 3.56 -1.29 0.71
C 0.13 0.11 1.37
C -1.54 1.80 0.52
C -0.07 -0.73 0.07
F 0.01 -2.12 0.37
F -0.38 2.14 2.53
```

Results
HOMO energy = -4.1762 eV
Spin multiplicity = 1
Strongest force on any atom = 0.0691 hartree/bohr
Total charge = -1
SMILES = N#CC(C#N)[C@@]1(F)C(=O)C(F)=C(F)C([O-])=C1F
Orbital gap = 6.43 eV


Entry 8:
Density functional theory data (ωB97M-V with the def2-TZVPD basis set) for the ion C7H12N3 with charge +1.

```
22
C7H12N3 ωB97M-V with the def2-TZVPD basis set
N -1.58 -1.30 -0.11
H -3.20 -1.66 -1.57
C -0.21 1.73 0.54
H 1.73 1.62 1.79
H 0.01 -0.54 0.92
N -2.06 0.07 -1.94
H 2.35 -2.75 -0.95
C -1.16 1.08 -1.68
H -0.31 1.03 -2.45
N -0.31 -0.59 0.00
H 0.48 2.36 2.54
H -1.61 -2.27 0.25
C 1.56 -2.19 -0.47
H -0.34 2.74 0.18
C -2.28 -0.95 -1.30
H 0.35 0.54 2.24
H 1.62 -2.69 0.52
H 0.96 -0.82 -1.79
H -1.56 2.06 -1.69
C 0.54 1.53 1.84
C -0.55 0.80 -0.32
C 0.89 -1.11 -0.79
```

Results
HOMO energy = -13.2991 eV
Spin multiplicity = 1
Strongest force on any atom = 0.0753 hartree/bohr
Total charge = +1
SMILES = C=C[N@@H+]1NC=NC/C1=C/C
Orbital gap = 9.81 eV


no.,total energy (Eh)
1,-344.60695
2,-1759.15425
3,-1528.59205
4,-770.48397
5,-287.61853
6,-974.03154
7,-1002.98517
8,-437.78721